# 1
15
Properties=species:S:1:pos:R:3:lowdin_charge:R:1 method="wB97M-V/def2-TZVPD" spin_multiplicity=2 total_charge=0 largest_force_ev_per_a=3.9 molar_mass_da=85.13 energy_ev=-7373.5212 s2=0.79
C 1.446 0.727 1.285 -0.08
C 0.149 0.399 0.544 -0.34
C -0.840 -0.038 1.385 0.12
C 0.084 0.539 -0.835 -0.08
C -1.002 -0.059 -1.519 -0.06
H 2.279 1.077 0.610 0.08
H 1.413 1.604 1.954 0.08
H 2.049 -0.151 1.660 0.10
H -1.802 -0.315 1.000 0.07
H -0.618 -0.033 2.388 0.05
H 0.962 0.836 -1.419 0.12
H -1.165 0.243 -2.608 0.12
H -1.897 -0.237 -0.946 0.07
O -0.519 -1.791 -1.597 -0.31
H -0.538 -2.801 -1.902 0.08


# 2
46
Properties=species:S:1:pos:R:3:lowdin_charge:R:1 method="wB97M-V/def2-TZVPD" spin_multiplicity=5 total_charge=-1 largest_force_ev_per_a=2.1 molar_mass_da=524.54 energy_ev=-71841.7517 s2=6.02
Rh -0.522 0.147 0.809 0.66
O 0.644 -0.939 -0.616 -0.18
C 0.338 -1.975 -1.306 -0.37
C 1.360 -2.828 -1.800 -0.03
C 1.073 -3.981 -2.473 -0.14
C -0.231 -4.374 -2.713 -0.14
C -1.271 -3.549 -2.263 -0.06
C -1.004 -2.326 -1.660 -0.12
C -2.067 -1.363 -1.430 -0.32
N -2.574 -0.966 -0.271 0.05
C -3.564 -0.048 -0.551 -0.19
C -3.664 0.128 -1.890 -0.12
N -2.719 -0.706 -2.437 0.10
H 2.353 -2.562 -1.584 0.09
H 1.902 -4.628 -2.793 0.10
H -0.337 -5.275 -3.300 0.08
H -2.284 -3.830 -2.534 0.10
H -4.157 0.462 0.210 0.08
H -4.287 0.823 -2.434 0.10
H -2.405 -0.857 -3.402 0.17
C 2.714 0.307 1.395 -0.11
N 1.504 0.627 2.125 -0.30
C 1.537 0.105 3.495 -0.11
C 1.293 2.129 2.118 -0.17
C 1.036 2.578 0.706 -0.27
C 1.650 3.611 0.073 -0.08
C 1.444 3.900 -1.286 -0.12
C 0.595 3.080 -1.993 -0.13
C 0.019 1.958 -1.410 -0.10
C 0.190 1.745 -0.045 -0.24
H 3.624 0.569 2.002 0.10
H 2.743 0.843 0.440 0.09
H 2.703 -0.677 0.998 0.06
H 2.073 0.744 4.233 0.09
H 1.974 -0.911 3.458 0.09
H 0.503 0.069 3.826 0.01
H 2.197 2.643 2.511 0.13
H 0.466 2.299 2.742 0.02
H 2.299 4.293 0.650 0.11
H 1.878 4.814 -1.713 0.09
H 0.277 3.364 -3.002 0.09
H -0.704 1.378 -1.959 0.08
S -2.070 1.144 2.154 -0.06
S -1.817 1.675 4.024 -0.12
S -2.718 -1.620 5.300 -0.01
S -1.997 -2.020 3.599 0.00


# 3
17
Properties=species:S:1:pos:R:3:lowdin_charge:R:1 method="wB97M-V/def2-TZVPD" total_charge=0 largest_force_ev_per_a=1.9 molar_mass_da=98.14 energy_ev=-8426.2059
C -0.714 1.881 -1.754 0.04
C 0.329 0.870 -0.215 -0.14
C -0.103 0.889 1.054 -0.06
C -0.072 -0.474 1.706 -0.17
C 0.717 -1.338 0.708 -0.13
C 0.653 -0.571 -0.629 -0.37
O -0.368 -1.069 -1.472 -0.05
H -1.693 1.379 -1.550 -0.01
H -0.331 1.304 -2.625 -0.01
H 0.303 2.066 -0.758 0.09
H -0.481 1.774 1.562 0.12
H -1.102 -0.835 1.848 0.12
H 0.391 -0.453 2.693 0.11
H 1.756 -1.421 1.037 0.11
H 0.337 -2.361 0.587 0.12
H 1.577 -0.698 -1.197 0.14
H -1.199 -0.943 -0.993 0.10


# 4
62
Properties=species:S:1:pos:R:3:lowdin_charge:R:1 method="wB97M-V/def2-TZVPD" total_charge=+1 largest_force_ev_per_a=3.1 molar_mass_da=1364.76 energy_ev=-421691.5336
O -1.541 -0.513 -3.401 -0.02
C -2.328 -0.079 -4.479 -0.28
N -1.543 1.105 -5.008 0.12
C -2.153 2.386 -4.480 -0.07
C -3.200 1.855 -3.402 -0.09
C -3.711 0.590 -4.204 -0.23
C -4.856 -0.237 -3.552 -0.09
C -6.205 0.359 -4.098 -0.16
F -6.352 1.604 -3.484 -0.22
H -2.090 -0.802 -2.662 0.08
H -2.377 -0.902 -5.221 0.18
H -0.536 1.068 -4.833 0.19
H -1.779 1.068 -6.004 0.18
H -2.809 2.904 -5.209 0.14
H -1.436 3.085 -4.019 0.14
H -2.617 1.649 -2.481 0.13
H -4.002 2.553 -3.098 0.09
H -4.005 1.051 -5.174 0.14
H -4.854 -1.315 -3.805 0.13
H -4.855 -0.101 -2.450 0.13
H -6.046 0.573 -5.175 0.12
H -7.069 -0.310 -3.950 0.13
C -6.506 5.741 -3.226 -2.01
Cl -6.495 3.968 -3.283 0.61
Cl -7.376 6.281 -1.778 0.52
Cl -4.834 6.337 -3.175 0.48
Cl -7.314 6.374 -4.671 0.53
C 0.921 -2.431 -0.801 -2.01
Cl 1.526 -4.091 -0.894 0.51
Cl 1.647 -1.620 0.595 0.50
Cl 1.349 -1.558 -2.285 0.52
Cl -0.847 -2.456 -0.616 0.53
C 1.840 -8.040 0.458 -2.03
Cl 2.444 -9.703 0.393 0.54
Cl 2.577 -7.191 1.827 0.49
Cl 2.263 -7.196 -1.044 0.49
Cl 0.079 -8.055 0.651 0.52
C 3.289 0.142 4.179 -2.03
Cl 2.665 -1.449 4.649 0.52
Cl 5.029 0.211 4.499 0.51
Cl 2.994 0.401 2.448 0.48
Cl 2.465 1.401 5.114 0.53
C -4.640 9.885 -1.282 -2.03
Cl -4.044 8.528 -0.308 0.50
Cl -5.208 11.175 -0.210 0.54
Cl -3.328 10.499 -2.304 0.52
Cl -5.977 9.335 -2.306 0.49
C 7.733 0.471 8.042 -2.03
Cl 6.039 -0.028 8.203 0.51
Cl 8.124 0.679 6.324 0.48
Cl 7.981 2.004 8.894 0.53
Cl 8.781 -0.772 8.745 0.51
C 10.144 -2.633 4.696 -2.04
Cl 10.373 -4.385 4.562 0.52
Cl 10.838 -1.836 3.273 0.52
Cl 8.411 -2.269 4.788 0.48
Cl 10.955 -2.042 6.155 0.51
C 2.466 -6.651 5.971 -2.04
Cl 1.101 -5.655 6.506 0.52
Cl 3.447 -7.109 7.373 0.53
Cl 1.856 -8.111 5.173 0.51
Cl 3.463 -5.722 4.833 0.49


# 5
23
Properties=species:S:1:pos:R:3:lowdin_charge:R:1 method="wB97M-V/def2-TZVPD" total_charge=0 largest_force_ev_per_a=4.2 molar_mass_da=169.18 energy_ev=-15999.6173 smiles="C=Cn1ccnc1.NC=C(O)O"
C 1.471 -2.568 -0.129 0.03
C 1.153 -1.497 -0.860 -0.19
N 1.324 -0.179 -0.429 -0.06
C 1.506 0.448 0.823 -0.07
C 1.756 1.711 0.486 -0.18
N 1.813 1.950 -0.879 0.06
C 1.621 0.790 -1.414 -0.17
H 1.919 -2.313 0.797 0.04
H 1.217 -3.515 -0.471 0.03
H 0.678 -1.670 -1.861 0.13
H 1.466 0.063 1.830 0.12
H 2.181 2.451 1.184 0.11
H 1.367 0.603 -2.498 0.14
N -1.839 -1.291 0.105 0.04
C -1.805 -0.099 0.905 -0.16
C -1.851 1.033 0.332 -0.51
O -1.778 1.097 -1.048 0.05
O -1.813 2.269 0.835 0.04
H -2.447 -1.296 -0.705 0.08
H -2.252 -1.966 0.714 0.06
H -1.721 -0.468 1.878 0.10
H -1.840 2.013 -1.410 0.14
H -2.128 2.435 1.816 0.19


Please write out number 3 again, unchanged.
17
Properties=species:S:1:pos:R:3:lowdin_charge:R:1 method="wB97M-V/def2-TZVPD" total_charge=0 largest_force_ev_per_a=1.9 molar_mass_da=98.14 energy_ev=-8426.2059
C -0.714 1.881 -1.754 0.04
C 0.329 0.870 -0.215 -0.14
C -0.103 0.889 1.054 -0.06
C -0.072 -0.474 1.706 -0.17
C 0.717 -1.338 0.708 -0.13
C 0.653 -0.571 -0.629 -0.37
O -0.368 -1.069 -1.472 -0.05
H -1.693 1.379 -1.550 -0.01
H -0.331 1.304 -2.625 -0.01
H 0.303 2.066 -0.758 0.09
H -0.481 1.774 1.562 0.12
H -1.102 -0.835 1.848 0.12
H 0.391 -0.453 2.693 0.11
H 1.756 -1.421 1.037 0.11
H 0.337 -2.361 0.587 0.12
H 1.577 -0.698 -1.197 0.14
H -1.199 -0.943 -0.993 0.10